{"formula": "C5H8N2", "method": "wB97M-V/def2-TZVPD", "total_charge": 0, "spin_multiplicity": 1, "homo_lumo_gap_ev": 9.232, "e_lumo_ha": 0.0407, "elements": ["C", "C", "C", "C", "C", "H", "H", "H", "H", "H", "H", "H", "H", "N", "N"], "positions_angstrom": [[-1.521820, 0.497492, 0.118784], [-1.522191, -1.038919, 0.002221], [1.891998, -0.521548, -0.124973], [1.360626, 0.830418, 0.171411], [-0.040893, 0.590385, -0.350780], [-2.240549, 0.783351, -0.695850], [-1.787822, 1.218320, 0.939699], [-1.797836, -1.649285, 1.088485], [-2.148698, -1.190332, -1.002833], [3.164826, -0.398014, 0.137579], [1.874529, 1.697005, -0.146416], [1.430142, 0.637621, 1.331828], [0.242475, 0.950039, -1.435852], [-0.042099, -0.853111, 0.078761], [1.137314, -1.553427, -0.112063]], "forces_ev_per_angstrom": [[-1.74, 3.05, -1.24], [-0.17, -0.87, 3.08], [7.22, 0.22, 0.59], [-1.90, -0.76, 3.52], [1.28, -1.34, -0.39], [0.85, 0.53, 0.55], [0.25, -1.62, -0.02], [0.02, 1.36, -3.70], [1.67, -0.95, 2.11], [-3.64, -1.65, -1.31], [0.73, 0.62, -0.30], [-0.29, 1.20, -1.44], [-1.70, -1.48, 0.78], [-2.73, -0.03, -2.01], [0.16, 1.70, -0.21]]}

***

{"formula": "C3H7NO2", "method": "wB97M-V/def2-TZVPD", "total_charge": 0, "spin_multiplicity": 1, "homo_lumo_gap_ev": 10.355, "e_lumo_ha": 0.0239, "elements": ["C", "C", "O", "H", "H", "H", "H", "N", "C", "O", "H", "H", "H"], "positions_angstrom": [[-1.473278, -1.304302, -0.896563], [-1.240329, -1.624194, 0.585528], [-0.794356, -0.719034, 1.250855], [-0.950610, -0.445422, -1.412259], [-1.262491, -2.270012, -1.468752], [-2.517828, -1.099560, -1.160849], [-1.700103, -2.508295, 1.062137], [1.249245, 1.307517, 0.835262], [1.922899, 2.111569, -0.027932], [1.631646, 2.564138, -1.183878], [1.803862, 0.826193, 1.473014], [0.430865, 0.941442, 0.564336], [2.900482, 2.219965, 0.379096]], "forces_ev_per_angstrom": [[0.31, -1.97, -1.78], [-1.07, 2.95, -1.16], [0.50, -0.78, 0.85], [0.08, -0.98, 1.31], [-0.11, 1.24, 0.38], [-0.16, -0.25, 0.70], [0.43, -0.25, -0.33], [2.11, 3.02, -1.29], [-0.52, 0.33, -3.45], [0.15, -1.56, 4.22], [0.68, -0.78, 1.25], [-3.72, -1.80, -0.83], [1.33, 0.82, 0.14]]}

***

{"formula": "C5H10", "method": "wB97M-V/def2-TZVPD", "total_charge": 0, "spin_multiplicity": 1, "homo_lumo_gap_ev": 9.994, "e_lumo_ha": 0.0428, "elements": ["C", "C", "C", "C", "C", "H", "H", "H", "H", "H", "H", "H", "H", "H", "H"], "positions_angstrom": [[-2.523547, 0.203612, 0.222150], [-1.160700, 0.070941, -0.411875], [-0.053132, -0.389284, 0.244636], [1.287617, -0.600763, -0.265304], [2.214174, 0.610485, 0.167611], [-3.171503, -0.330325, -0.413212], [-2.715027, 1.157431, -0.187396], [-2.702631, -0.134312, 1.240999], [-0.909732, 0.445653, -1.505913], [-0.133541, -0.794440, 1.247083], [1.362650, -0.636382, -1.272199], [1.871148, -1.662332, 0.148760], [2.011807, 1.676095, -0.182662], [2.350638, 0.467614, 1.387365], [3.449719, 0.441055, -0.206130]], "forces_ev_per_angstrom": [[1.41, -0.39, -1.90], [3.51, -0.84, 0.08], [-2.65, -0.54, -0.23], [3.74, -0.48, 2.94], [4.18, -1.19, 1.97], [-1.07, -1.30, -0.65], [-1.17, 1.95, 1.20], [0.44, 0.77, 0.01], [-1.19, -0.73, 2.19], [-0.54, 0.34, 0.32], [-0.15, -0.37, -3.43], [-1.94, 3.04, -1.01], [-0.40, -1.64, 0.69], [-0.50, 1.12, -3.06], [-3.65, 0.25, 0.88]]}

***

HOMO energy values, unit eV, following the record order: -8.12 -9.70 -8.83.
DFT total energy values, unit eV, following the record order: -8288.5910 -8808.5446 -5344.1618.
Strongest force on any atom values, unit eV/A, following the record order: 7.2 4.5 4.8.